(1)
{
  "formula": "C9H7O2S",
  "method": "ωB97M-V with the def2-TZVPD basis set",
  "elements": ["H", "C", "O", "C", "H", "C", "C", "C", "C", "O", "H", "H", "H", "C", "C", "H", "C", "S", "H"],
  "coordinates": [[-0.8239, -2.7889, 0.8074], [1.1865, -2.2881, -0.2116], [3.8033, 0.0637, 1.7672], [-0.0939, -2.1367, 0.4013], [-2.1812, -0.3777, 1.4737], [-0.5517, 2.0216, -0.2753], [-1.5687, 1.4431, 0.4749], [0.6533, -0.0472, -0.3779], [-0.4494, -0.7255, 0.2501], [4.2647, 0.8093, -0.4660], [-0.6275, 3.0165, -0.6416], [1.4294, 1.9023, -1.0725], [-2.6157, 1.9520, 0.7079], [1.6851, -1.0806, -0.6469], [0.5763, 1.3185, -0.5931], [1.6459, -3.1675, -0.3196], [-1.5204, 0.0483, 0.7285], [3.2128, 0.6055, 0.5361], [2.3790, -0.9612, -1.3567]],
  "forces_ev_per_angstrom": [[-0.02, -1.06, 0.30], [-3.94, 1.78, 1.97], [-0.93, 0.15, -0.52], [1.15, 2.12, -1.33], [-0.48, -0.14, -0.33], [-0.61, 0.23, 0.43], [-2.84, -1.07, 0.09], [0.02, -1.85, -0.50], [0.80, -0.02, 0.58], [-0.90, -0.02, -0.16], [-0.10, 0.88, 0.08], [-1.18, -0.99, 0.46], [2.61, -0.68, -0.35], [-2.80, 2.48, 2.03], [1.82, 0.66, -1.34], [1.79, -3.33, -0.42], [0.66, 0.86, 0.41], [2.27, -0.32, 1.07], [2.69, 0.32, -2.48]],
  "total_charge": -1,
  "total_energy_ha": -895.81351,
  "e_above_lowest_kcal_mol": 0.0,
  "fmax_ev_per_a": 4.757,
  "orbital_gap_ev": [6.642, 6.645],
  "e_homo_ev": [-3.11, -3.11]
}



(2)
{
  "formula": "C8H19N14O3RuSe2",
  "method": "ωB97M-V with the def2-TZVPD basis set",
  "elements": ["H", "H", "H", "O", "Se", "H", "N", "N", "N", "H", "H", "N", "C", "H", "H", "N", "O", "Se", "N", "C", "N", "H", "N", "C", "N", "H", "N", "H", "C", "H", "N", "C", "C", "H", "H", "H", "N", "H", "O", "Ru", "N", "C", "C", "N", "H", "H", "H"],
  "coordinates": [[-4.4794, -0.0907, -0.4840], [-2.7010, -1.6138, 2.0571], [-1.9240, 2.5571, 1.5948], [0.4442, -1.8291, -0.7145], [-2.2441, -1.2316, -0.4090], [2.2822, -0.2832, -4.3769], [0.1088, -0.3708, -3.2234], [0.8616, 0.3515, -2.3108], [3.4561, -1.4002, 2.2785], [3.6951, 1.8009, -2.0490], [-2.3331, -3.1290, 1.1900], [2.7395, 0.3842, -3.7723], [2.2226, -0.9522, 2.1813], [2.7606, 1.5538, 0.0906], [-3.7672, 2.2353, -1.0304], [-1.6560, 0.5025, 2.2147], [-1.0601, -0.4815, -2.9507], [-1.3002, 2.1368, -0.8037], [1.9925, -0.3705, 1.0131], [-3.4815, 0.2618, -0.2158], [-0.8459, -0.4363, 3.9840], [1.5310, -1.4400, 4.0522], [4.0218, -1.0851, 1.0929], [-3.0800, 1.3948, -1.1246], [-0.3963, 0.1064, 1.9012], [2.2349, 3.0115, -0.5499], [2.2066, 2.0032, -0.6278], [0.9052, -3.7716, -0.3639], [1.1491, -2.7875, 0.0441], [-3.9337, -2.3680, 1.0160], [1.2907, -1.0190, 3.1721], [0.0504, -0.4687, 3.0203], [2.0986, 0.7268, -2.6598], [3.6542, 0.7421, -3.9771], [-3.4569, 0.5462, 0.8292], [0.8552, -2.7929, 1.1005], [3.1754, -0.4960, 0.3315], [-3.0506, 1.0786, -2.1657], [0.6028, -0.8278, -4.2513], [0.2313, -0.0099, -0.0902], [-1.9012, 0.1941, 3.4344], [-2.8708, -2.1847, 1.1539], [-1.6978, 3.2114, 0.7622], [2.7195, 1.6261, -1.8672], [-2.5339, 3.8681, 0.5308], [-0.8096, 3.8038, 0.9702], [2.2333, -2.6568, 0.0023]],
  "forces_ev_per_angstrom": [[0.00, 0.04, -0.01], [-0.01, 0.02, 0.09], [-0.03, 0.01, 0.05], [0.69, -0.40, 0.30], [-0.08, 0.42, -0.39], [0.05, 0.00, 0.00], [0.29, 0.13, -0.20], [0.00, -0.46, 0.52], [0.27, -0.01, -0.13], [0.07, -0.15, 0.07], [-0.03, -0.02, 0.00], [0.13, -0.06, -0.01], [0.02, 0.24, 0.30], [0.06, 0.01, 0.18], [-0.01, 0.02, -0.05], [0.07, 0.17, 0.12], [-0.11, 0.12, 0.00], [0.24, 0.02, 0.12], [0.41, 0.29, -1.55], [-0.18, -0.24, -0.07], [-0.14, 0.15, 0.09], [0.01, 0.01, 0.01], [-0.16, 0.00, 0.13], [0.05, 0.06, -0.06], [-0.31, -0.32, -0.43], [-0.04, 0.01, -0.01], [-0.10, 0.04, -0.16], [-0.02, -0.02, -0.08], [-0.22, -0.18, -0.04], [0.00, -0.05, -0.03], [-0.03, -0.24, -0.04], [0.05, -0.02, 0.08], [-0.14, 0.35, -0.06], [0.02, 0.04, 0.06], [-0.03, 0.07, 0.08], [-0.13, -0.03, -0.03], [0.02, 0.11, 0.16], [-0.03, 0.03, -0.04], [-0.17, -0.10, 0.15], [-0.74, -0.07, 1.13], [0.13, -0.02, 0.01], [0.23, -0.05, 0.07], [-0.08, 0.06, -0.07], [-0.05, 0.04, -0.14], [0.04, 0.03, -0.03], [-0.01, 0.02, 0.00], [-0.04, -0.03, -0.09]],
  "total_charge": 0,
  "total_energy_ha": -6206.08568,
  "e_above_lowest_kcal_mol": 35.7,
  "fmax_ev_per_a": 1.630,
  "spin_multiplicity": 2,
  "orbital_gap_ev": [7.681, 7.458],
  "e_homo_ev": [-7.89, -8.00]
}



(3)
{
  "formula": "C4H14NO2",
  "method": "ωB97M-V with the def2-TZVPD basis set",
  "elements": ["O", "H", "H", "C", "H", "H", "C", "N", "H", "H", "H", "H", "C", "C", "H", "H", "H", "O", "H", "H", "H"],
  "coordinates": [[-0.1608, 0.4684, -1.8401], [0.3312, 0.5218, 1.1384], [1.6034, -0.4734, 0.4371], [-1.5926, -0.6380, -0.1645], [-2.0511, -0.2025, 0.7321], [-2.2920, 0.7804, -1.8182], [-0.2701, -2.0406, 1.6058], [0.6317, -0.1495, 0.4079], [2.2554, 2.3329, 1.3715], [-2.1893, -1.3795, -0.6831], [-1.1642, 1.4822, -0.3802], [0.7644, -2.4203, 1.7478], [-0.3175, -1.3306, 0.2863], [-1.4320, 0.6174, -1.0052], [1.9400, 3.1908, 0.3604], [-0.3799, -0.0664, -2.6930], [0.1759, -1.9364, -0.4725], [2.5707, 2.4661, 0.5482], [0.6405, 0.4654, -0.4456], [-0.6980, -1.2802, 2.2082], [-0.9640, -3.0933, 1.6429]],
  "forces_ev_per_angstrom": [[-2.23, -0.85, -2.19], [0.82, -0.93, 0.21], [-0.10, 0.39, 0.93], [-0.72, -0.11, 0.43], [-0.66, -0.86, 0.10], [1.66, -0.01, 2.45], [-1.64, -3.59, -1.12], [0.98, 0.92, 0.24], [-0.78, -1.33, 5.00], [-0.56, 0.06, 0.29], [-0.79, -0.01, -0.49], [-0.69, 0.67, 0.61], [1.22, 1.02, -1.41], [0.91, -0.40, -3.59], [0.83, -0.03, -0.92], [0.62, 1.50, 2.24], [-0.45, 0.03, -0.39], [-0.14, 1.35, -4.00], [-0.05, -1.06, -0.11], [0.05, 0.01, 1.95], [1.72, 3.25, -0.24]],
  "total_charge": 1,
  "total_energy_ha": -365.72574,
  "e_above_lowest_kcal_mol": 65.9,
  "fmax_ev_per_a": 5.229,
  "orbital_gap_ev": 11.831,
  "e_homo_ev": -15.20
}